Entry 1:
Below is a molecular structure, C30H39BrN5PtSi in a non-equilibrium geometry, with properties calculated with wB97M-V/def2-TZVPD.

Results
charge	+1
F_max	0.079	Eh/bohr
HOMO level (spin up / spin down)	-10.88 / -10.86	eV
orbital gap (spin up / spin down)	6.69 / 6.69	eV
energy relative to the best compared isomer or geometry (same formula, charge and spin)	57.6	kcal/mol

Structure (XYZ):
```
77
C30H39BrN5PtSi wB97M-V/def2-TZVPD
Pt 0.455 0.803 -0.178
C -3.752 -0.184 0.213
C -4.293 0.650 1.189
C -3.459 1.487 1.888
C -2.076 1.494 1.630
N -1.580 0.710 0.650
C -2.403 -0.108 -0.028
N -1.320 2.266 2.466
C -0.039 2.331 2.460
N 0.858 1.794 1.575
C 2.143 1.954 2.039
N 3.232 1.456 1.576
C 3.303 0.410 0.708
C 4.557 0.090 0.158
C 4.705 -1.065 -0.572
C 3.617 -1.929 -0.723
C 2.408 -1.545 -0.196
N 2.239 -0.393 0.473
C 2.081 2.791 3.248
C 3.067 3.264 4.089
C 2.660 3.971 5.216
C 1.313 4.180 5.490
C 0.322 3.701 4.638
C 0.730 3.012 3.517
H -4.372 -0.871 -0.344
H -5.353 0.631 1.403
H -3.817 2.136 2.673
H -1.940 -0.730 -0.784
H 5.383 0.758 0.357
H 5.662 -1.312 -1.012
H 3.719 -2.882 -1.221
H 1.536 -2.183 -0.274
H 4.112 3.084 3.876
H 3.403 4.356 5.902
H 1.028 4.722 6.382
H -0.730 3.854 4.837
C 2.782 3.648 -2.204
C 3.453 3.029 -3.441
C 4.731 2.325 -2.964
C 3.855 4.149 -4.418
Si 2.280 1.822 -4.366
Br 1.087 0.608 -2.573
C 3.147 0.360 -5.268
C 2.113 -0.500 -6.012
C 3.919 -0.562 -4.309
C 4.126 0.946 -6.300
C 0.784 2.632 -5.265
C -0.392 1.664 -5.476
C 0.259 3.823 -4.449
C 1.245 3.136 -6.644
H 3.482 4.342 -1.732
H 2.526 2.886 -1.465
H 1.879 4.204 -2.453
H 5.324 3.034 -2.379
H 5.353 1.996 -3.795
H 4.506 1.470 -2.326
H 4.620 4.773 -3.950
H 3.019 4.798 -4.681
H 4.276 3.749 -5.345
H 1.364 -0.912 -5.332
H 2.626 -1.337 -6.491
H 1.610 0.064 -6.798
H 3.325 -0.843 -3.440
H 4.851 -0.115 -3.964
H 4.175 -1.483 -4.840
H 3.606 1.490 -7.091
H 4.682 0.131 -6.770
H 4.854 1.618 -5.844
H -0.812 1.322 -4.533
H -0.117 0.792 -6.065
H -1.183 2.191 -6.015
H -0.047 3.520 -3.446
H -0.617 4.238 -4.953
H 0.997 4.621 -4.367
H 1.553 2.316 -7.296
H 2.067 3.851 -6.574
H 0.407 3.640 -7.131
```

***

Entry 2:
Below is 8 unconnected molecules or ions with the total composition C30H39F9N9O3PS in a non-equilibrium geometry, with properties calculated with wB97M-V/def2-TZVPD.

Results
charge	0
F_max	0.034	Eh/bohr
HOMO level	-8.48	eV
orbital gap	8.06	eV
structure (SMILES)	CCOCCc1c([PH2]=N)cc(CCC(F)(F)C(F)(F)S(F)(F)(F)(F)F)c2c1C(=O)NC2=O.CC#N.CC#N.CC#N.CC#N.CC#N.CC#N.CC#N
energy relative to the best compared isomer or geometry (same formula, charge and spin)	0.0	kcal/mol

Structure (XYZ):
```
92
C30H39F9N9O3PS wB97M-V/def2-TZVPD
C 2.652 1.362 1.890
C 1.998 0.539 0.790
O 2.090 1.180 -0.471
C 0.911 1.146 -1.238
C 0.705 -0.205 -1.979
C -0.533 -0.936 -1.537
C -1.830 -0.632 -1.998
P -2.162 0.682 -3.221
N -3.494 0.399 -4.011
C -2.960 -1.294 -1.538
C -2.861 -2.304 -0.579
C -4.062 -3.024 -0.029
C -5.166 -2.130 0.550
C -4.634 -1.048 1.500
F -3.614 -1.553 2.227
F -4.211 0.026 0.795
C -5.749 -0.627 2.500
F -6.945 -0.606 1.917
F -5.815 -1.593 3.436
S -5.448 1.020 3.415
F -5.315 0.285 4.812
F -3.888 0.933 3.241
F -5.591 1.863 2.087
F -7.019 1.116 3.658
F -5.280 2.387 4.179
C -1.583 -2.625 -0.144
C -0.446 -1.971 -0.613
C 0.739 -2.575 0.066
O 1.897 -2.568 -0.230
N 0.186 -3.252 1.167
C -1.124 -3.653 0.849
O -1.650 -4.644 1.263
H 3.095 0.696 2.625
H 1.903 1.973 2.389
H 3.457 1.975 1.503
H 2.510 -0.419 0.743
H 0.955 0.335 1.050
H 1.012 1.942 -1.968
H 0.044 1.391 -0.616
H 1.589 -0.818 -1.854
H 0.608 0.031 -3.033
H -1.031 0.846 -4.036
H -2.304 1.865 -2.468
H -3.334 0.340 -5.009
H -3.930 -1.033 -1.936
H -3.792 -3.759 0.715
H -4.507 -3.577 -0.857
H -5.807 -1.675 -0.199
H -5.810 -2.769 1.152
H 0.755 -3.965 1.609
C 4.703 4.857 3.128
C 5.300 3.534 3.009
N 5.769 2.493 2.915
H 5.374 5.519 3.670
H 4.522 5.269 2.137
H 3.756 4.788 3.661
C 8.426 6.786 1.765
C 7.457 7.140 2.793
N 6.695 7.419 3.601
H 8.439 7.551 0.992
H 9.417 6.705 2.206
H 8.156 5.830 1.318
C 3.127 2.444 -4.917
C 1.924 3.060 -4.373
N 0.978 3.542 -3.945
H 3.904 2.420 -4.155
H 2.909 1.426 -5.234
H 3.480 3.017 -5.772
C -8.317 1.822 0.132
C -8.845 1.279 -1.114
N -9.261 0.847 -2.089
H -8.668 2.844 0.264
H -8.653 1.221 0.973
H -7.229 1.819 0.106
C 7.355 -0.270 1.244
C 6.189 -0.069 0.394
N 5.279 0.089 -0.283
H 8.151 0.404 0.935
H 7.095 -0.058 2.279
H 7.707 -1.297 1.161
C 4.765 -4.149 -0.451
C 6.145 -4.606 -0.333
N 7.231 -4.957 -0.239
H 4.686 -3.121 -0.105
H 4.445 -4.196 -1.489
H 4.112 -4.776 0.151
C -3.702 -6.416 -2.676
C -3.466 -5.039 -3.095
N -3.280 -3.957 -3.419
H -3.949 -6.442 -1.616
H -4.527 -6.838 -3.246
H -2.808 -7.011 -2.847
```

***

Entry 3:
Below is a molecular structure, C30H39GeN4O5V in a non-equilibrium geometry, with properties calculated with wB97M-V/def2-TZVPD.

Results
charge	+1
multiplicity	2
F_max	0.026	Eh/bohr
HOMO level (spin up / spin down)	-10.52 / -10.51	eV
orbital gap (spin up / spin down)	6.62 / 6.25	eV
energy relative to the best compared isomer or geometry (same formula, charge and spin)	9.3	kcal/mol

Structure (XYZ):
```
80
C30H39GeN4O5V wB97M-V/def2-TZVPD
V -0.200 0.117 -0.062
O 0.526 3.546 1.923
C 0.019 2.706 1.229
N -0.065 1.337 1.470
C -0.447 0.856 2.690
C -0.307 1.476 3.942
C -0.778 0.824 5.054
C -1.397 -0.439 4.953
C -1.566 -1.050 3.740
C -1.104 -0.401 2.576
N -1.205 -0.872 1.297
C -2.078 -1.998 1.135
O -3.267 -1.856 1.227
C -1.464 -3.343 0.877
C -2.288 -4.459 0.961
C -1.733 -5.703 0.712
C -0.389 -5.775 0.384
C 0.347 -4.598 0.327
N -0.170 -3.399 0.572
C -0.754 3.025 -0.024
C -1.067 4.319 -0.380
C -1.925 4.513 -1.454
C -2.427 3.408 -2.122
C -2.035 2.142 -1.715
N -1.218 1.953 -0.682
H 0.189 2.433 4.015
H -0.661 1.280 6.027
H -1.748 -0.931 5.850
H -2.059 -2.010 3.675
H -3.332 -4.334 1.212
H -2.337 -6.598 0.772
H 0.089 -6.722 0.178
H 1.401 -4.627 0.073
H -0.656 5.136 0.196
H -2.209 5.512 -1.756
H -3.111 3.514 -2.951
H -2.387 1.254 -2.217
C -1.365 -0.746 -3.990
C -1.212 -1.619 -2.746
C -0.534 -2.932 -3.120
C -2.567 -1.897 -2.120
O -0.397 -0.911 -1.771
Ge 1.583 -0.816 -2.011
O 1.488 -0.703 -0.011
C 2.625 -0.918 0.890
C 3.514 -1.984 0.267
C 2.097 -1.393 2.232
C 3.367 0.401 1.022
O 1.319 1.008 -1.836
C 2.031 2.037 -2.556
C 2.387 3.140 -1.569
C 3.308 1.466 -3.165
C 1.122 2.573 -3.653
H -1.718 -1.351 -4.826
H -0.408 -0.303 -4.271
H -2.088 0.055 -3.844
H -1.203 -3.516 -3.754
H -0.311 -3.515 -2.225
H 0.391 -2.773 -3.677
H -3.257 -2.258 -2.884
H -2.995 -0.990 -1.686
H -2.498 -2.660 -1.348
H 2.956 -2.909 0.118
H 4.352 -2.190 0.932
H 3.925 -1.662 -0.692
H 1.415 -2.229 2.096
H 1.587 -0.591 2.764
H 2.935 -1.716 2.852
H 3.758 0.725 0.056
H 4.206 0.286 1.709
H 2.708 1.178 1.414
H 2.941 2.736 -0.722
H 1.491 3.633 -1.195
H 3.005 3.898 -2.053
H 3.957 1.045 -2.392
H 3.864 2.253 -3.675
H 3.091 0.688 -3.901
H 0.191 2.945 -3.224
H 0.883 1.788 -4.374
H 1.604 3.392 -4.190
```

***

Please write out number 3 again, unchanged.
Below is a molecular structure, C30H39GeN4O5V in a non-equilibrium geometry, with properties calculated with wB97M-V/def2-TZVPD.

Results
charge	+1
multiplicity	2
F_max	0.026	Eh/bohr
HOMO level (spin up / spin down)	-10.52 / -10.51	eV
orbital gap (spin up / spin down)	6.62 / 6.25	eV
energy relative to the best compared isomer or geometry (same formula, charge and spin)	9.3	kcal/mol

Structure (XYZ):
```
80
C30H39GeN4O5V wB97M-V/def2-TZVPD
V -0.200 0.117 -0.062
O 0.526 3.546 1.923
C 0.019 2.706 1.229
N -0.065 1.337 1.470
C -0.447 0.856 2.690
C -0.307 1.476 3.942
C -0.778 0.824 5.054
C -1.397 -0.439 4.953
C -1.566 -1.050 3.740
C -1.104 -0.401 2.576
N -1.205 -0.872 1.297
C -2.078 -1.998 1.135
O -3.267 -1.856 1.227
C -1.464 -3.343 0.877
C -2.288 -4.459 0.961
C -1.733 -5.703 0.712
C -0.389 -5.775 0.384
C 0.347 -4.598 0.327
N -0.170 -3.399 0.572
C -0.754 3.025 -0.024
C -1.067 4.319 -0.380
C -1.925 4.513 -1.454
C -2.427 3.408 -2.122
C -2.035 2.142 -1.715
N -1.218 1.953 -0.682
H 0.189 2.433 4.015
H -0.661 1.280 6.027
H -1.748 -0.931 5.850
H -2.059 -2.010 3.675
H -3.332 -4.334 1.212
H -2.337 -6.598 0.772
H 0.089 -6.722 0.178
H 1.401 -4.627 0.073
H -0.656 5.136 0.196
H -2.209 5.512 -1.756
H -3.111 3.514 -2.951
H -2.387 1.254 -2.217
C -1.365 -0.746 -3.990
C -1.212 -1.619 -2.746
C -0.534 -2.932 -3.120
C -2.567 -1.897 -2.120
O -0.397 -0.911 -1.771
Ge 1.583 -0.816 -2.011
O 1.488 -0.703 -0.011
C 2.625 -0.918 0.890
C 3.514 -1.984 0.267
C 2.097 -1.393 2.232
C 3.367 0.401 1.022
O 1.319 1.008 -1.836
C 2.031 2.037 -2.556
C 2.387 3.140 -1.569
C 3.308 1.466 -3.165
C 1.122 2.573 -3.653
H -1.718 -1.351 -4.826
H -0.408 -0.303 -4.271
H -2.088 0.055 -3.844
H -1.203 -3.516 -3.754
H -0.311 -3.515 -2.225
H 0.391 -2.773 -3.677
H -3.257 -2.258 -2.884
H -2.995 -0.990 -1.686
H -2.498 -2.660 -1.348
H 2.956 -2.909 0.118
H 4.352 -2.190 0.932
H 3.925 -1.662 -0.692
H 1.415 -2.229 2.096
H 1.587 -0.591 2.764
H 2.935 -1.716 2.852
H 3.758 0.725 0.056
H 4.206 0.286 1.709
H 2.708 1.178 1.414
H 2.941 2.736 -0.722
H 1.491 3.633 -1.195
H 3.005 3.898 -2.053
H 3.957 1.045 -2.392
H 3.864 2.253 -3.675
H 3.091 0.688 -3.901
H 0.191 2.945 -3.224
H 0.883 1.788 -4.374
H 1.604 3.392 -4.190
```

***

Question: energy relative to the best compared isomer or geometry (same formula, charge and spin) of number 1 (C30H39BrN5PtSi)?
Answer: 57.6 kcal/mol